1.
The following is a quantum chemistry calculation of a molecular structure, C8H16ClNiO4, from the Open Molecules 2025 dataset.

Geometry (Å):
Ni: -9.59 -23.93 -10.07
Cl: -8.93 -22.57 -8.15
C: -6.17 -27.82 -12.13
C: -7.21 -27.37 -11.14
O: -6.62 -26.96 -9.91
C: -7.13 -25.97 -9.21
O: -8.16 -25.38 -9.51
O: -6.36 -25.85 -8.15
C: -6.57 -24.84 -7.18
H: -6.66 -28.01 -13.08
H: -5.61 -28.72 -11.88
H: -5.54 -26.94 -12.29
H: -7.82 -28.25 -10.89
H: -7.76 -26.63 -11.71
H: -6.12 -25.20 -6.25
H: -7.64 -24.81 -6.98
H: -5.97 -23.93 -7.26
C: -13.10 -21.14 -6.71
C: -11.86 -20.26 -6.80
C: -12.20 -19.34 -7.94
O: -12.94 -20.08 -8.88
C: -13.51 -21.25 -8.20
H: -13.91 -20.73 -6.10
H: -12.80 -22.12 -6.34
H: -10.92 -20.73 -7.11
H: -11.75 -19.67 -5.88
H: -11.31 -18.89 -8.38
H: -12.87 -18.51 -7.67
H: -13.12 -22.19 -8.59
H: -14.58 -21.20 -8.35

## Properties
Lowest unoccupied orbital energy (spin up / spin down) ... -6.709 / -7.912 eV
Multiplicity ... 3
Energy relative to the best compared isomer or geometry (same formula, charge and spin) ... 12.1 kcal per mole
HOMO energy (spin up / spin down) ... -11.592 / -11.588 eV
Charge ... +1
Kohn-Sham gap (spin up / spin down) ... 0.1794 / 0.1351 Eh

=====

2.
The following is a quantum chemistry calculation of a single C12H19F molecule, from the Open Molecules 2025 dataset.

Geometry (Å):
C: -5.50 -0.64 0.83
C: -4.56 -0.11 -0.25
C: -3.10 -0.23 0.16
C: -2.16 0.30 -0.93
C: -0.78 0.01 -0.61
C: 0.36 -0.26 -0.34
C: 1.69 -0.59 0.02
F: 1.80 -1.67 0.86
C: 2.87 -0.33 -0.90
C: 3.97 -1.36 -1.03
C: 2.80 0.61 0.29
C: 2.31 2.02 0.05
C: 3.73 0.44 1.45
H: -5.40 -0.05 1.74
H: -5.26 -1.67 1.07
H: -6.53 -0.59 0.50
H: -4.72 -0.68 -1.17
H: -4.80 0.93 -0.46
H: -2.93 0.33 1.08
H: -2.86 -1.28 0.36
H: -2.29 1.38 -1.04
H: -2.41 -0.17 -1.89
H: 2.60 0.12 -1.85
H: 3.76 -2.02 -1.86
H: 4.04 -1.96 -0.13
H: 4.93 -0.87 -1.20
H: 1.79 2.39 0.94
H: 1.62 2.06 -0.79
H: 3.15 2.67 -0.15
H: 3.91 -0.61 1.67
H: 3.31 0.91 2.34
H: 4.69 0.91 1.23

## Properties
Lowest unoccupied orbital energy ... 0.938 eV
HOMO energy ... -8.409 eV
Kohn-Sham gap ... 0.3435 Eh
SMILES ... CCCCC#C[C@@]1(F)[C@H](C)C1(C)C

=====

3.
The following is a quantum chemistry calculation of 5 unconnected molecules or ions with the total composition C42H86ClN2O9P2, from the Open Molecules 2025 dataset.

Geometry (Å):
C: 3.04 0.58 4.55
C: 1.92 1.55 4.15
C: 1.84 1.73 2.61
O: 1.80 0.44 2.05
C: 1.46 0.32 0.67
P: -0.35 0.92 0.43
C: -1.28 0.78 2.04
C: -0.37 2.75 0.04
C: -1.76 3.36 0.28
C: 2.26 1.19 -0.34
C: 3.55 0.63 -0.99
P: 3.44 0.93 -2.87
C: 5.18 1.04 -3.50
O: 2.82 -0.36 -3.68
N: 4.08 -0.69 -0.48
O: 4.61 -1.34 -1.61
C: 5.28 -0.33 0.35
C: 6.57 -0.63 -0.01
C: 7.64 -0.24 0.75
C: 7.48 0.50 1.90
C: 6.19 0.84 2.25
C: 5.13 0.44 1.49
C: 3.11 -1.65 0.19
C: 3.69 -2.32 1.46
C: 4.80 -3.35 1.11
C: 4.21 -4.65 0.56
N: 4.92 -5.23 -0.57
O: 3.25 -5.20 1.04
C: 1.63 -1.22 0.26
C: 0.84 -1.92 1.38
O: 0.77 -3.34 1.16
C: -0.46 -3.81 1.71
C: 0.78 -1.42 -1.04
C: 1.12 -2.54 -2.05
C: 0.36 -2.21 -3.36
Cl: 0.59 -4.21 -1.65
H: 2.76 -0.42 4.21
H: 3.17 0.51 5.63
H: 3.96 0.91 4.05
H: 1.94 2.51 4.66
H: 0.96 1.08 4.41
H: 2.75 2.30 2.34
H: 0.98 2.38 2.43
H: -1.32 1.76 2.51
H: -0.72 0.11 2.70
H: -2.29 0.39 1.87
H: -0.18 2.82 -1.04
H: 0.44 3.32 0.51
H: -1.79 4.38 -0.13
H: -2.51 2.80 -0.29
H: -2.01 3.42 1.34
H: 2.45 2.18 0.07
H: 1.57 1.38 -1.17
H: 4.31 1.39 -0.79
H: 5.53 0.08 -3.89
H: 5.86 1.47 -2.76
H: 5.12 1.73 -4.35
H: 3.46 -0.81 -4.24
H: 5.00 -2.20 -1.35
H: 6.80 -1.20 -0.90
H: 8.66 -0.51 0.48
H: 8.32 0.81 2.51
H: 6.02 1.45 3.14
H: 4.13 0.74 1.79
H: 3.07 -2.53 -0.46
H: 2.95 -2.99 1.92
H: 3.97 -1.64 2.26
H: 5.58 -2.96 0.45
H: 5.29 -3.63 2.05
H: 5.04 -6.22 -0.39
H: 4.39 -5.08 -1.42
H: 1.34 -1.84 2.35
H: -0.20 -1.58 1.43
H: -0.61 -3.39 2.72
H: -1.29 -3.52 1.06
H: -0.39 -4.89 1.79
H: -0.25 -1.60 -0.74
H: 0.71 -0.53 -1.67
H: 2.19 -2.60 -2.30
H: 0.55 -2.95 -4.14
H: 0.51 -1.18 -3.67
H: -0.70 -2.29 -3.10
C: -4.90 -0.92 0.26
C: -4.51 -2.38 0.12
O: -4.10 -2.97 1.35
C: -5.07 -3.01 2.38
C: -6.32 -3.78 2.02
H: -4.07 -0.35 0.68
H: -5.17 -0.51 -0.71
H: -5.76 -0.78 0.92
H: -3.65 -2.44 -0.55
H: -5.31 -2.97 -0.33
H: -5.32 -1.99 2.71
H: -4.58 -3.49 3.23
H: -6.85 -3.33 1.18
H: -7.01 -3.81 2.87
H: -6.07 -4.81 1.74
C: -8.74 1.96 4.47
C: -7.84 0.83 3.98
O: -7.15 1.13 2.78
C: -6.28 2.25 2.82
C: -5.17 2.11 3.85
H: -9.47 2.22 3.71
H: -9.27 1.65 5.37
H: -8.17 2.86 4.71
H: -8.46 -0.04 3.76
H: -7.14 0.53 4.76
H: -6.85 3.17 2.98
H: -5.83 2.33 1.83
H: -5.56 2.04 4.87
H: -4.51 2.98 3.81
H: -4.58 1.22 3.66
C: -8.06 -2.02 -3.84
C: -7.83 -2.09 -2.34
O: -7.74 -0.83 -1.71
C: -8.87 0.02 -1.82
C: -10.14 -0.57 -1.23
H: -7.26 -1.45 -4.32
H: -8.09 -3.02 -4.27
H: -9.00 -1.53 -4.09
H: -6.88 -2.60 -2.15
H: -8.61 -2.70 -1.86
H: -9.03 0.31 -2.87
H: -8.62 0.93 -1.28
H: -10.44 -1.49 -1.74
H: -10.96 0.14 -1.31
H: -9.99 -0.82 -0.18
C: 6.35 5.24 -6.38
C: 6.01 4.81 -4.96
O: 6.84 3.77 -4.47
C: 8.23 4.07 -4.39
C: 8.56 5.25 -3.50
H: 6.29 4.39 -7.06
H: 5.65 6.01 -6.72
H: 7.35 5.66 -6.45
H: 4.99 4.41 -4.95
H: 6.02 5.66 -4.28
H: 8.64 4.21 -5.40
H: 8.70 3.17 -3.99
H: 8.11 6.17 -3.86
H: 9.64 5.39 -3.45
H: 8.19 5.08 -2.49

## Properties
Lowest unoccupied orbital energy ... -2.103 eV
HOMO energy ... -10.168 eV
Charge ... +1
Kohn-Sham gap ... 0.2964 Eh

=====

4.
The following is a quantum chemistry calculation of a single C3H2Cl2N2 molecule, from the Open Molecules 2025 dataset.

Geometry (Å):
Cl: 2.70 -0.94 0.22
C: 1.13 -0.38 0.05
N: 0.78 0.84 -0.42
N: -0.53 0.36 -0.74
C: -0.15 -0.93 -0.19
C: -1.19 -0.21 0.48
Cl: -2.86 -0.64 0.18
H: 1.30 1.56 -0.95
H: -1.19 0.34 1.38

## Properties
Lowest unoccupied orbital energy ... 0.088 eV
Energy relative to the best compared isomer or geometry (same formula, charge and spin) ... 124.6 kcal per mole
HOMO energy ... -8.849 eV
Kohn-Sham gap ... 0.3284 Eh
SMILES ... Clc1[nH]n2c1[C@@H]2Cl

=====

5.
The following is a quantum chemistry calculation of 2 unconnected molecules or ions with the total composition CN2O2S2, from the Open Molecules 2025 dataset.

Geometry (Å):
C: 1.42 0.11 0.23
N: 2.11 0.95 0.61
N: 0.61 -0.94 0.06
O: -1.75 1.76 0.52
O: -0.99 -0.19 -0.61
S: 0.68 -2.14 -0.91
S: -2.08 0.45 0.10

## Properties
Lowest unoccupied orbital energy (spin up / spin down) ... -2.407 / -2.508 eV
Energy relative to the best compared isomer or geometry (same formula, charge and spin) ... 26.1 kcal per mole
HOMO energy (spin up / spin down) ... -8.996 / -9.159 eV
Kohn-Sham gap (spin up / spin down) ... 0.2422 / 0.2444 Eh

=====

6.
The following is a quantum chemistry calculation of a molecular structure, C19H42CuP2Si, from the Open Molecules 2025 dataset.

Geometry (Å):
P: -3.61 -0.16 -4.30
P: -3.97 -3.35 -2.00
C: -4.18 -1.87 -4.50
C: -4.93 -2.54 -3.33
H: -3.31 -2.50 -4.83
H: -4.88 -1.83 -5.36
H: -5.68 -1.87 -2.88
H: -5.49 -3.38 -3.76
C: -3.83 -5.08 -2.50
H: -3.18 -5.63 -1.80
H: -3.42 -5.18 -3.51
H: -4.83 -5.53 -2.47
C: -4.95 -3.36 -0.49
H: -5.77 -4.08 -0.65
H: -5.37 -2.37 -0.27
H: -4.32 -3.71 0.35
C: -2.95 0.12 -6.00
H: -2.57 1.15 -6.10
H: -3.78 -0.02 -6.71
H: -2.15 -0.59 -6.23
C: -5.16 0.82 -4.44
H: -5.92 0.41 -3.75
H: -5.57 0.78 -5.45
H: -5.00 1.87 -4.17
Cu: 0.22 0.34 0.97
C: -2.30 -2.75 -2.12
C: -1.85 -2.51 -3.50
C: -0.73 -1.61 -3.85
C: -0.75 -0.15 -3.33
C: -2.06 0.57 -3.49
C: -3.25 0.44 -2.63
C: -3.37 -0.45 -1.39
C: -2.30 -1.54 -1.12
C: 0.20 1.88 -0.17
H: -1.68 -3.55 -1.67
H: -1.86 -3.42 -4.11
H: -0.68 -1.57 -4.96
H: 0.25 -2.05 -3.54
H: -0.39 -0.10 -2.30
H: -0.02 0.40 -3.93
H: -1.90 1.58 -3.88
H: -3.76 1.39 -2.43
H: -4.40 -0.84 -1.34
H: -3.32 0.23 -0.52
H: -1.31 -1.07 -1.04
H: -2.51 -1.92 -0.11
H: 0.22 2.77 0.49
H: -0.71 1.88 -0.79
H: 1.10 1.84 -0.80
C: 3.01 -1.65 1.17
Si: 2.02 -0.94 2.61
C: 2.41 -1.90 4.19
C: 2.59 0.84 2.88
C: 0.19 -1.09 2.25
H: 4.09 -1.54 1.36
H: 2.78 -1.12 0.24
H: 2.79 -2.72 1.02
H: 3.50 -2.00 4.34
H: 2.00 -1.39 5.07
H: 1.98 -2.91 4.16
H: 2.37 1.50 2.02
H: 2.10 1.27 3.77
H: 3.68 0.85 3.04
H: -0.12 -2.05 1.78
H: -0.50 -0.87 3.08

## Properties
Lowest unoccupied orbital energy (spin up / spin down) ... -0.589 / -0.843 eV
Multiplicity ... 2
Energy relative to the best compared isomer or geometry (same formula, charge and spin) ... 23.2 kcal per mole
HOMO energy (spin up / spin down) ... -5.510 / -5.510 eV
Kohn-Sham gap (spin up / spin down) ... 0.1808 / 0.1715 Eh

=====

7.
The following is a quantum chemistry calculation of 4 unconnected molecules or ions with the total composition C31H37BrF3N5O6P, from the Open Molecules 2025 dataset.

Geometry (Å):
C: 4.50 -2.89 1.01
C: 4.27 -2.22 -0.50
C: 3.44 -0.80 -0.24
Br: 4.76 0.67 0.01
C: 2.25 -0.52 -1.33
C: 2.01 0.61 -2.48
C: 3.04 1.83 -2.85
F: 2.49 2.50 -4.09
F: 3.12 2.91 -1.81
F: 4.41 1.35 -3.26
N: 0.69 0.40 -3.20
C: 0.11 -0.84 -2.55
P: -1.60 -1.36 -3.24
C: -2.61 0.30 -3.30
C: -2.58 -2.44 -1.98
N: 1.00 -1.42 -1.48
C: 0.67 -2.68 -0.70
C: 0.74 -4.06 -1.59
C: 1.51 -3.90 -3.03
C: 1.49 -5.32 -0.79
H: 4.69 -2.03 1.80
H: 5.39 -3.68 1.02
H: 3.51 -3.45 1.35
H: 3.54 -2.96 -1.06
H: 5.27 -2.05 -1.08
H: 2.90 -0.96 0.81
H: 0.34 1.02 -3.97
H: -2.30 0.98 -4.21
H: -3.78 0.10 -3.31
H: -2.41 0.90 -2.29
H: -2.34 -3.59 -2.09
H: -2.39 -2.04 -0.90
H: -3.74 -2.34 -2.25
H: 1.50 -2.81 0.15
H: -0.40 -2.59 -0.20
H: -0.35 -4.44 -1.82
H: 0.72 -3.58 -3.85
H: 1.92 -4.96 -3.41
H: 2.45 -3.20 -2.99
H: 1.13 -5.28 0.32
H: 1.05 -6.32 -1.25
H: 2.66 -5.26 -0.86
C: 0.09 5.18 -5.97
C: -0.73 5.97 -6.79
C: -2.11 5.78 -6.78
C: -2.67 4.80 -5.95
C: -1.85 4.00 -5.14
C: -0.47 4.19 -5.16
N: -4.12 4.61 -5.92
O: -4.81 5.32 -6.67
O: -4.58 3.75 -5.15
H: 1.17 5.34 -5.98
H: -0.28 6.74 -7.42
H: -2.73 6.40 -7.42
H: -2.27 3.23 -4.50
H: 0.18 3.58 -4.53
C: 0.57 2.82 4.08
C: -0.79 2.53 4.26
C: -1.39 1.52 3.50
C: -0.63 0.81 2.56
C: 0.73 1.11 2.38
C: 1.32 2.12 3.14
N: -1.25 -0.26 1.78
O: -2.45 -0.48 1.96
O: -0.53 -0.89 0.99
H: 1.03 3.60 4.68
H: -1.37 3.08 4.99
H: -2.45 1.30 3.65
H: 1.34 0.57 1.65
H: 2.38 2.35 3.00
C: -2.78 -2.46 8.11
C: -3.42 -1.28 7.71
C: -2.66 -0.14 7.43
C: -1.27 -0.19 7.57
C: -0.63 -1.36 7.98
C: -1.39 -2.50 8.26
N: -0.47 1.00 7.26
O: -1.07 2.03 6.91
O: 0.76 0.92 7.36
H: -3.37 -3.35 8.32
H: -4.50 -1.26 7.60
H: -3.17 0.77 7.11
H: 0.45 -1.41 8.10
H: -0.91 -3.42 8.58

## Properties
Lowest unoccupied orbital energy ... -3.704 eV
HOMO energy ... -11.752 eV
Charge ... +1
Kohn-Sham gap ... 0.2958 Eh